Below is a structure of composition C38H37Br2N9OPbS at a distorted geometry, with properties calculated with ωB97M-V with the def2-TZVPD basis set.

Structure (XYZ):
```
89
C38H37Br2N9OPbS, DFT ωB97M-V with the def2-TZVPD basis set
N -2.126 -1.443 1.874
H -2.497 1.903 -2.140
C 3.483 -1.333 -0.255
C 0.354 2.682 -1.021
C 3.661 -0.812 1.110
C 1.100 4.947 -0.226
C -3.109 2.979 3.391
H 3.441 2.219 -0.532
H 4.622 -0.972 1.600
Pb 0.205 -0.390 0.580
C -2.200 3.491 2.498
C 4.481 -2.127 -0.820
O 0.702 -3.373 0.237
H 2.899 -2.823 -3.727
N -2.145 -2.944 -2.932
C -3.343 -3.407 2.476
C 2.170 -1.590 -2.125
H 1.641 5.547 0.507
N -1.316 -1.892 -1.195
H -0.671 5.289 -3.071
C 2.012 3.597 2.300
H -0.873 0.934 -4.580
H 1.623 1.391 5.507
C -4.108 -1.227 3.151
H 5.032 -3.322 -2.517
C -2.987 -0.678 2.529
H -0.789 2.898 0.977
C -2.400 2.534 -3.025
C -0.197 4.800 -2.217
H 2.494 4.581 2.265
H -4.850 -0.604 3.626
N 2.351 -1.069 -0.919
C 2.027 0.398 3.817
C 4.283 -2.676 -2.075
C 3.103 -2.404 -2.750
C -2.712 0.792 2.558
H 0.731 1.627 -4.228
H -0.852 3.437 -4.190
N 0.216 1.396 -0.805
H 1.633 1.900 1.061
H -2.428 -0.090 -1.446
Br -5.803 -3.381 3.915
C -4.262 -2.597 3.105
H 1.253 -7.675 -0.901
C -0.821 -5.432 -2.338
C -1.285 -3.037 -1.867
H 0.994 3.725 2.683
H 2.566 2.975 3.012
C -2.756 -1.707 -2.905
C -2.231 -1.080 -1.825
N 3.017 0.247 2.964
H -4.051 1.228 4.194
C -0.551 -4.279 -1.583
C -0.263 1.428 -3.812
H 1.764 -5.688 0.484
C 0.414 -4.343 -0.511
H -1.510 -3.320 1.329
C -3.376 1.625 3.450
C 2.006 2.916 0.931
C 1.041 -5.634 -0.323
C 0.751 -6.730 -1.090
C -0.202 -6.646 -2.122
N -1.798 1.267 1.717
H 4.082 2.267 1.125
H 0.387 6.688 -1.317
C -0.218 3.416 -2.172
C 0.412 5.606 -1.251
H -0.453 -7.510 -2.725
H 1.228 -1.345 -2.608
H 3.127 1.776 4.807
C 1.121 3.572 -0.106
H -2.294 -3.651 -3.623
H 3.860 3.781 0.205
H -2.934 2.059 -3.861
H -3.440 -4.482 2.454
H -1.983 4.547 2.427
S 0.427 -0.222 3.770
C -0.914 2.736 -3.348
N 2.411 1.082 4.964
H 5.382 -2.333 -0.255
C -1.548 2.569 1.686
H -0.139 0.777 -2.946
Br -4.022 4.155 4.585
N 2.713 -0.238 1.735
C -2.281 -2.760 1.858
H -3.482 -1.404 -3.641
C 3.440 2.788 0.401
H -2.875 3.494 -2.808
H -1.561 -5.397 -3.130
```

The value obtained for the electronic energy is -211633.71279 eV. The energy above the lowest of the compared OMol25 structures with the same formula, charge and spin is 0.306 eV. The value obtained for the frontier orbital gap is 3.530 eV. The HOMO energy comes out at -0.008 eV. The molar mass comes out at 1034.9 g mol⁻¹. The value obtained for the LUMO energy is 0.129 hartree. As for the charge: -2.



Below is a structure of composition C38H37BrF5MoN7O7S5Te at a distorted geometry, with properties calculated with ωB97M-V with the def2-TZVPD basis set.

Structure (XYZ):
```
102
C38H37BrF5MoN7O7S5Te, DFT ωB97M-V with the def2-TZVPD basis set
C -1.866 4.126 -2.939
F 1.808 -4.451 4.367
C -1.674 -3.513 -3.599
H 0.239 -3.716 -6.420
H -4.646 3.195 -0.504
H -4.718 2.189 -4.690
C -0.980 4.947 0.377
C -0.219 2.697 0.741
H -4.905 0.739 -0.369
N 2.925 0.114 -2.495
S 0.091 0.983 3.988
C 2.026 0.229 -1.524
Br -2.198 1.070 -5.717
H -2.310 -0.597 2.978
O 4.544 0.999 0.558
F -0.213 -3.064 3.997
H -2.331 1.676 6.477
C -3.925 2.730 -4.193
S 3.633 -0.103 0.635
H -1.115 -4.806 -6.131
C -1.545 -3.339 -2.231
S 0.001 -3.043 0.042
H -0.273 1.581 7.097
N 0.685 0.313 -1.710
C -0.715 -3.816 -5.904
C -3.948 1.207 -0.187
H -1.291 0.175 5.746
H 0.711 -0.036 -5.029
H 6.799 -2.066 -2.461
O 1.193 -2.104 0.282
C -2.844 0.397 0.133
O 0.128 -0.817 2.268
C 1.078 0.055 -4.019
N 2.263 0.230 -0.194
H 1.506 0.448 5.859
Mo 0.309 -0.224 0.614
C -2.206 4.519 -0.063
H 1.004 4.412 1.081
C -3.801 2.564 -0.265
H -0.779 6.011 0.369
H -4.365 2.025 5.191
C 4.110 -2.782 0.213
Te 1.631 -2.854 3.404
H 3.355 -2.981 0.958
F 3.526 -2.790 3.717
O 0.600 -4.293 0.497
H -0.860 0.201 -3.059
H -2.907 -0.682 0.163
H -2.915 3.310 6.712
S -0.846 3.287 5.504
C 2.431 0.038 -3.727
C 0.708 -3.590 -3.836
H -3.734 3.477 4.440
H -0.538 2.924 -4.120
H 7.232 -4.438 -2.460
H -1.066 4.668 -2.455
C 5.724 -3.586 -1.387
C -1.514 2.258 0.361
C -1.152 -0.095 4.703
H -1.407 -3.082 -6.318
F -1.396 -3.315 0.832
H 6.311 -5.526 -1.575
C -3.454 2.490 4.811
H 0.967 2.819 7.029
H 4.496 -4.850 -0.150
H 1.841 -3.396 -2.012
F 1.624 -1.610 4.820
H -0.743 -1.107 4.661
C -0.553 -3.633 -4.420
C -3.193 4.395 -2.619
C -2.443 -0.020 3.895
N -1.664 0.910 0.402
H 3.165 -0.053 -4.520
C -2.475 2.631 5.979
C 0.858 -3.434 -2.465
O -0.888 -1.422 -0.178
N -3.594 5.429 -1.697
C -1.568 3.145 -3.872
C 1.113 1.368 5.430
H 5.644 -0.193 -1.333
O 3.063 -0.494 1.905
C 4.428 -1.472 -0.124
H 1.947 1.935 5.014
H -3.257 -0.476 4.461
C 4.749 -3.831 -0.416
C 6.043 -2.264 -1.711
C 5.401 -1.216 -1.084
C 0.033 4.053 0.770
C -2.600 2.441 -4.472
H -2.663 -3.545 -4.040
N -3.113 5.519 -0.559
H -5.244 3.991 -3.058
H -2.413 -3.218 -1.599
O 0.613 1.755 1.108
H 1.590 -3.678 -4.458
S -2.911 1.629 3.318
C 0.219 0.190 -2.940
C -2.537 3.140 -0.008
N 6.333 -4.640 -2.052
C -0.275 -3.303 -1.683
C -4.217 3.729 -3.278
C 0.306 2.205 6.419
```

The value obtained for the electronic energy is -211723.82393 eV. The energy above the lowest of the compared OMol25 structures with the same formula, charge and spin is 4.363 eV. Its spin multiplicity is 3. The value obtained for the frontier orbital gap (alpha / beta) is 6.732 / 5.202 eV. The HOMO energy (alpha / beta) comes out at -7.208 / -7.900 eV. The molar mass comes out at 1262.5 g mol⁻¹. The value obtained for the LUMO energy (alpha / beta) is -0.017 / -0.099 hartree. As for the charge: 0.



Below is a structure of composition C38H37F3N2O5SbSiTi at a distorted geometry, with properties calculated with ωB97M-V with the def2-TZVPD basis set.

Structure (XYZ):
```
88
C38H37F3N2O5SbSiTi, DFT ωB97M-V with the def2-TZVPD basis set
H -1.862 2.225 -0.771
C -4.128 0.298 6.031
C -0.167 2.372 2.359
H 0.732 -3.754 -7.201
H -1.117 3.622 0.063
C -1.135 -3.136 -0.040
C 2.348 0.792 -3.102
H -4.556 0.747 5.089
H -2.282 2.357 2.036
H 1.285 3.494 5.305
H -2.889 3.049 4.257
C -4.100 -1.210 2.845
C 1.908 -1.571 3.058
C -1.598 -1.514 5.537
H 2.693 -2.605 -2.808
C 2.368 -2.735 -3.822
C 3.210 0.144 -2.251
H -1.104 3.699 5.918
C 1.169 -3.491 -6.247
H 2.015 2.575 -4.263
C -0.416 -1.506 4.618
H -0.400 2.952 -1.457
H 2.744 2.124 1.118
H -4.835 0.530 6.838
H -3.184 0.781 6.296
H 1.661 0.586 -6.188
C -0.849 3.381 4.931
H -3.009 2.374 -6.373
C 2.370 -4.050 -5.853
H -3.861 -3.052 3.935
C 0.674 -2.395 -5.484
F 6.008 2.565 -2.134
H 2.764 -1.515 2.382
H 0.872 1.845 -8.147
H -3.694 -1.634 6.888
Ti 0.209 -0.894 0.676
H 1.833 2.755 2.932
C -1.940 2.070 -6.257
H -2.182 1.119 -4.343
C 0.777 -2.097 5.090
H 3.875 -4.193 -4.297
H -4.898 -1.668 5.539
H 2.893 -0.788 -1.792
H 4.219 3.592 -3.641
C 4.847 1.920 -2.459
C 2.726 2.009 -3.610
H 1.890 3.613 0.562
C 1.250 -2.018 -4.276
C -3.270 -2.146 3.679
C 1.918 -2.205 4.303
C -0.908 2.690 -0.516
O -1.358 -1.890 0.416
N 0.800 -0.935 2.617
C 0.240 -3.263 -0.664
C 0.483 3.221 4.592
C 0.627 0.965 -6.207
O -1.333 -1.514 6.754
N -2.865 -1.516 4.968
H -2.319 -2.462 3.175
O 0.660 -4.299 -1.168
H 2.405 2.345 -0.597
C -1.502 1.302 -5.180
C 1.974 2.504 0.399
H 5.216 0.055 -1.420
H -1.187 -0.450 2.871
C 0.233 1.743 -7.286
C -1.042 2.294 -7.277
C -0.362 -0.998 3.343
H 0.814 -2.489 6.124
H -0.222 -1.877 -5.868
C -3.952 -1.195 5.895
C -1.830 2.977 4.018
C 3.954 2.610 -3.265
H -3.619 -0.257 2.709
C -1.495 2.511 2.763
H -4.249 -1.640 1.839
H 2.770 -2.729 4.699
C 0.790 2.787 3.302
H -5.111 -1.057 3.281
Sb 0.431 -0.224 -3.332
F 3.036 -4.847 -6.719
Si 0.242 1.683 0.639
O 0.973 -2.218 -0.445
C -0.224 0.750 -5.139
O -1.923 -4.062 0.189
F -1.421 3.069 -8.345
C 4.508 0.675 -1.971
C 2.983 -3.674 -4.666
```

The value obtained for the electronic energy is -98909.23103 eV. The energy above the lowest of the compared OMol25 structures with the same formula, charge and spin is 0.000 eV. Its spin multiplicity is 3. The value obtained for the frontier orbital gap (alpha / beta) is 4.921 / 7.473 eV. The HOMO energy (alpha / beta) comes out at -2.640 / -5.192 eV. The molar mass comes out at 856.4 g mol⁻¹. The value obtained for the LUMO energy (alpha / beta) is 0.084 / 0.084 hartree. As for the charge: -1.



Below is a structure of composition C38H37FN2O2SiTeY at a distorted geometry, with properties calculated with ωB97M-V with the def2-TZVPD basis set.

Structure (XYZ):
```
83
C38H37FN2O2SiTeY, DFT ωB97M-V with the def2-TZVPD basis set
H -1.128 6.993 0.681
H 0.465 -7.467 -0.840
C -1.854 -5.018 -0.866
C 0.050 -6.468 -0.874
C -1.613 5.298 -0.540
H 0.643 0.022 -2.876
H 1.196 3.052 -5.234
C -1.220 -0.339 1.741
H 0.380 -0.514 4.187
H 3.345 -3.478 5.019
C 0.898 -5.384 -0.991
C 2.354 -3.222 4.667
O -0.197 -1.008 1.227
H 4.075 -1.101 0.539
N -0.120 1.052 -0.644
H -5.448 1.781 2.572
H 0.038 3.173 2.225
H -4.466 2.683 3.716
H -3.037 2.531 1.448
H 4.398 -1.368 -2.564
C 0.691 -1.552 4.190
H -5.156 1.124 4.189
H 4.186 -4.741 -1.781
Si 2.929 -2.721 -1.043
C 3.085 -1.554 0.475
C -1.597 -2.247 3.374
C 0.722 1.781 -1.596
C -3.479 0.989 2.840
H -2.921 -4.845 -0.821
H 2.637 -1.111 4.955
H -1.975 3.435 -1.544
C -2.728 1.570 1.837
C -1.541 4.625 -3.997
H -1.990 -7.145 -0.694
C -0.197 -2.547 3.789
C 3.343 -1.651 -2.555
C 0.538 3.855 -4.924
H -2.508 4.417 -3.554
C 1.958 -1.891 4.635
O -2.483 -3.062 3.512
H 1.969 -5.532 -1.040
C -0.413 3.778 1.447
C 0.071 6.212 -4.818
C -0.934 3.157 0.313
H 2.765 -0.720 -2.567
C 0.416 -4.065 -1.039
H 2.903 -2.102 1.402
C -3.059 -0.248 3.319
H -0.063 5.632 2.451
H 0.462 2.836 -1.663
C 0.610 1.118 -2.966
H 0.365 7.235 -5.010
F -1.540 -2.645 -1.076
C -1.540 3.921 -0.679
H 5.203 -3.622 -0.879
H 4.095 -4.685 -0.010
C 0.919 5.168 -5.158
C -0.686 3.581 -4.328
H 3.138 -2.187 -3.483
H 2.362 -0.718 0.441
H 1.775 -5.257 4.304
C -1.937 -0.887 2.821
C -0.476 5.156 1.572
C -1.076 5.917 0.579
C -1.327 -6.299 -0.800
C -0.983 -3.970 -0.996
H 1.759 1.727 -1.237
Te -1.266 1.562 -3.945
H -0.514 -4.645 3.556
H 1.430 1.417 -3.610
C -1.163 5.937 -4.246
C -1.610 0.944 1.261
H 1.876 5.373 -5.620
C 4.213 -4.082 -0.911
H -3.608 -0.751 4.107
Y 0.202 -1.149 -0.644
H -2.086 5.889 -1.313
H -1.834 6.747 -3.992
C -4.708 1.678 3.367
N 1.203 -2.936 -1.142
C -0.858 1.671 0.230
C 1.472 -4.218 4.271
C 0.197 -3.883 3.845
```

The value obtained for the electronic energy is -66010.82088 eV. The energy above the lowest of the compared OMol25 structures with the same formula, charge and spin is 0.793 eV. The value obtained for the frontier orbital gap is 7.255 eV. The HOMO energy comes out at -10.416 eV. The molar mass comes out at 817.3 g mol⁻¹. The value obtained for the LUMO energy is -0.116 hartree. As for the charge: +1.



- charge of number 2 (C38H37BrF5MoN7O7S5Te)?
  0



- Which value of electronic energy does entry 4 give?
  -66010.82088 eV